Record 1
An isolated ion of composition C4H11NOS and charge -1 at a distorted geometry. Source: OMol25; level of theory: ωB97M-V/def2-TZVPD.

Computed properties:
max |F|	5.1	eV Å⁻¹
ΔE to the lowest compared entry with this formula, charge and spin	39.1	kcal/mol
total charge	-1
spin multiplicity	2

Bonds (Å) are listed after each position.
Element x y z (Å)
1 C -1.47 -0.64 -0.36  N2 1.478, C5 1.557, H8 1.070, H9 1.144
2 N -1.18 0.81 -0.44  C1 1.478, C3 1.367, H10 1.026
3 C -1.43 1.53 0.69  N2 1.367, O4 1.465, H11 1.176, H12 1.135
4 O -0.74 1.13 1.92  C3 1.465, H13 0.991
5 C -0.33 -1.48 -1.00  C1 1.557, C6 1.534, H14 1.099, H15 1.143
6 C 0.88 -1.31 -0.07  C5 1.534, S7 1.765, H16 1.121, H17 1.105
7 S 1.99 -0.02 -0.52  C6 1.765, H18 1.319
8 H -1.60 -0.74 0.69  C1 1.070
9 H -2.54 -0.94 -0.62  C1 1.144
10 H -0.19 0.98 -0.67  N2 1.026
11 H -2.56 1.45 1.00  C3 1.176
12 H -1.30 2.66 0.70  C3 1.135
13 H 0.19 1.45 1.87  O4 0.991
14 H -0.06 -1.28 -2.05  C5 1.099
15 H -0.51 -2.61 -0.93  C5 1.143
16 H 1.50 -2.24 0.01  C6 1.121
17 H 0.43 -1.21 0.94  C6 1.105
18 H 3.17 -0.59 -0.41  S7 1.319



Record 2
A 2-piece molecular cluster, C4H11NOS overall at a distorted geometry. Source: OMol25; level of theory: ωB97M-V/def2-TZVPD.

Computed properties:
max |F|	2.7	eV Å⁻¹
ΔE to the lowest compared entry with this formula, charge and spin	157.0	kcal/mol
spin multiplicity	1

Bonds (Å) are listed after each position.
Element x y z (Å)
1 C 1.33 -0.74 -0.06  C2 1.538, S7 1.680, H8 1.105
2 C 2.78 -0.29 -0.32  C1 1.538, H9 1.097, H10 1.074, H11 1.083
3 C -1.40 -1.19 -0.09  N5 1.413, H12 1.159, H13 1.124, H14 1.084
4 C -2.16 1.14 -0.30  N5 1.447, H15 1.064, H16 1.070, H17 1.106
5 N -1.07 0.18 -0.18  C3 1.413, C4 1.447, S7 1.699
6 O 0.96 1.71 0.00  S7 1.424
7 S 0.42 0.52 0.56  C1 1.680, N5 1.699, O6 1.424
8 H 1.38 -1.52 0.72  C1 1.105
9 H 2.74 0.67 -0.85  C2 1.097
10 H 3.31 -1.00 -0.93  C2 1.074
11 H 3.31 -0.15 0.61  C2 1.083
12 H -1.33 -1.70 0.94  C3 1.159
13 H -2.46 -1.27 -0.46  C3 1.124
14 H -0.68 -1.64 -0.77  C3 1.084
15 H -1.67 2.08 -0.21  C4 1.064
16 H -2.41 1.28 -1.33  C4 1.070
17 H -3.06 1.02 0.32  C4 1.106
18 H 0.02 0.90 2.36  no bonds



The highest max |F| belongs to which entry? number 1



What is the formula in the first record? C4H11NOS